(1)
Density functional theory data (ωB97M-V/def2-TZVPD) for ArH20O10 as an isolated structure.

```
31
ArH20O10 (ωB97M-V/def2-TZVPD)
Ar 0.10 0.04 -0.21
O 1.09 -1.96 2.00
H 0.22 -1.71 2.30
H 0.99 -2.12 1.06
O -1.31 -1.13 3.09
H -1.87 -0.36 3.24
H -1.09 -1.43 3.97
O 1.72 2.06 2.60
H 1.56 1.95 1.66
H 2.39 1.40 2.80
O -1.15 2.95 2.30
H -1.69 2.33 2.80
H -0.30 2.52 2.22
O -1.55 0.61 -3.13
H -2.41 0.31 -2.84
H -1.37 1.40 -2.62
O 1.73 2.80 -0.46
H 1.86 2.62 -1.39
H 2.08 3.68 -0.34
O -0.38 -2.10 -2.76
H 0.13 -2.21 -1.96
H -0.59 -1.17 -2.79
O 1.71 -2.98 -0.79
H 2.64 -2.75 -0.82
H 1.70 -3.93 -0.87
O -2.17 -3.67 -1.38
H -1.48 -3.12 -1.74
H -1.74 -4.16 -0.67
O -0.65 3.25 -1.76
H -0.21 3.78 -2.42
H 0.02 3.09 -1.09
```

Values from the calculation:
F_max in eV/A: 0.8
HOMO-LUMO gap in Ha: 0.3889
2S+1: 1
E_tot in eV: -35154.32680
E_HOMO in eV: -10.63
Net charge: 0

(2)
Density functional theory data (ωB97M-V/def2-TZVPD) for ArH22O11 as an isolated structure.

```
34
ArH22O11 (ωB97M-V/def2-TZVPD)
Ar 3.29 12.62 5.45
O -0.63 12.61 5.62
H -1.48 12.65 6.05
H -0.08 12.12 6.22
O 5.56 11.05 8.07
H 5.18 11.73 8.62
H 5.65 10.29 8.65
O 6.56 13.14 3.97
H 5.96 12.79 3.31
H 7.43 12.95 3.63
O 0.55 15.78 4.18
H -0.15 16.11 3.61
H 0.58 14.84 4.01
O 2.76 11.37 1.87
H 2.00 11.40 2.45
H 2.39 11.25 1.00
O 0.50 13.20 3.06
H -0.18 13.31 2.39
H 0.06 12.72 3.77
O 2.91 16.37 3.27
H 2.16 16.01 3.75
H 3.52 16.65 3.96
O 7.19 13.02 6.87
H 7.02 13.19 5.94
H 6.67 12.24 7.06
O 5.22 12.26 1.77
H 5.76 11.51 1.50
H 4.32 11.92 1.74
O 1.82 9.25 6.46
H 1.20 9.96 6.64
H 2.13 8.98 7.32
O 5.88 9.89 4.86
H 5.71 10.61 5.47
H 5.76 9.10 5.38
```

Values from the calculation:
F_max in eV/A: 1.2
HOMO-LUMO gap in Ha: 0.3539
2S+1: 1
E_tot in eV: -37234.12978
E_HOMO in eV: -10.00
Net charge: 0

Q: Which of these has the lowest E_tot?
A: ArH22O11